# 1
A structure of composition C17H14BrN4OPt, computed with ωB97M-V/def2-TZVPD.

Output
molecular weight	565.3	g/mol
LUMO (spin up / spin down)	-13.48 / -13.62	eV
ΔE to the lowest compared entry with this formula, charge and spin	0.978	eV
HOMO energy (spin up / spin down)	-19.65 / -19.61	eV
E	-99123.2787	eV

Geometry as ORCA input:
```
! wB97M-V def2-TZVPD RIJCOSX def2/J DEFGRID3
* xyz 3 1
Pt -0.33866 0.26942 -0.60430
O -0.33840 0.56135 3.38153
C -0.14374 0.22771 2.26253
N -0.78280 0.89739 1.18284
C -1.00013 2.33173 1.33338
C -0.27371 3.00778 0.20016
C -0.16048 4.37771 0.08566
C 0.59664 4.90096 -0.95257
C 1.21898 4.04359 -1.85965
C 1.05070 2.68803 -1.72005
N 0.30173 2.18286 -0.71355
C 0.86256 -0.76654 1.80332
C 1.63714 -1.50193 2.66727
C 2.65373 -2.29378 2.13312
C 2.86243 -2.30233 0.76181
C 2.04643 -1.54195 -0.06437
N 1.07371 -0.80194 0.46849
H -0.61816 2.66106 2.30240
H -2.06699 2.55697 1.29613
H -0.63538 5.02149 0.81429
H 0.71277 5.97322 -1.04970
H 1.82311 4.42536 -2.67096
H 1.50543 1.97951 -2.40005
H 1.45282 -1.42517 3.73279
H 3.28277 -2.88703 2.78540
H 3.64848 -2.89642 0.31439
H 2.16622 -1.53063 -1.13996
Br -0.14555 -0.68382 -3.01046
C -1.24466 -1.93216 -2.04708
C -1.86660 -3.03599 -2.55468
C -2.64558 -3.75899 -1.64602
C -2.75686 -3.34035 -0.32406
C -2.08793 -2.20555 0.09459
N -1.33180 -1.51509 -0.77673
H -1.76830 -3.32500 -3.59267
H -3.17054 -4.64419 -1.98405
H -3.36669 -3.88557 0.38348
H -2.15269 -1.83170 1.10734
*
```

# 2
A structure of composition H14O7Ti, computed with ωB97M-V/def2-TZVPD.

Output
molecular weight	174.0	g/mol
LUMO (spin up / spin down)	-3.24 / -3.70	eV
ΔE to the lowest compared entry with this formula, charge and spin	0.087	eV
HOMO energy (spin up / spin down)	-8.26 / -13.96	eV
<S²>	3.751
E	-37668.1902	eV

Geometry as ORCA input:
```
! wB97M-V def2-TZVPD RIJCOSX def2/J DEFGRID3
* xyz 1 4
Ti 0.43927 0.34792 -0.35824
O 1.86715 0.80244 1.54068
H 2.60749 1.37550 1.29759
H 2.03264 0.50787 2.44693
O -1.88482 -0.07835 0.38276
H -2.12562 -0.80427 -0.20996
H -2.59378 0.57154 0.26771
O -0.46388 2.49628 -0.17913
H -1.40147 2.67166 -0.34551
H 0.01267 3.01762 -0.84670
O -0.89584 -0.30785 -2.35723
H -1.11417 0.61183 -2.59091
H -1.48211 -0.85519 -2.90381
O -0.63726 -0.26902 3.22973
H -0.58982 -0.58993 2.31899
H -1.30721 0.42275 3.22618
O 1.90193 -0.86604 -2.04410
H 1.99135 -1.81281 -2.21880
H 1.47753 -0.50057 -2.83440
O 0.54791 -1.91064 0.83553
H 0.12799 -2.69645 0.45723
H 1.49006 -2.13428 0.88548
*
```

# 3
A cluster of 2 separate species, C2H4ClN2O2P in total, computed with ωB97M-V/def2-TZVPD.

Output
structure (SMILES)	N/C(O)=P\Cl.N=C=O
molecular weight	154.5	g/mol
LUMO	0.44	eV
ΔE to the lowest compared entry with this formula, charge and spin	0.436	eV
HOMO energy	-7.50	eV
E	-31024.6306	eV

Geometry as ORCA input:
```
! wB97M-V def2-TZVPD RIJCOSX def2/J DEFGRID3
* xyz 0 1
N -0.74035 0.12890 0.93081
C -0.89548 0.14728 -0.40921
O 0.01706 0.89838 -1.07025
P -2.26088 -0.45793 -1.34707
Cl -3.52878 -1.15978 0.04358
H 0.04043 0.71708 1.22396
H -0.82390 -0.75839 1.34205
H -0.43944 1.18780 -1.99703
N 2.11182 0.37129 0.73376
C 2.06390 -0.50720 -0.05630
O 1.82566 -1.25900 -0.91555
H 2.62996 0.69157 1.52124
*
```

# 4
A structure of composition C22H30BF4N3PtS2Si3, computed with ωB97M-V/def2-TZVPD.

Output
molecular weight	766.8	g/mol
LUMO (spin up / spin down)	4.15 / 3.89	eV
ΔE to the lowest compared entry with this formula, charge and spin	0.000	eV
HOMO energy (spin up / spin down)	-1.76 / -3.10	eV
<S²>	2.010
E	-87880.9615	eV

Geometry as ORCA input:
```
! wB97M-V def2-TZVPD RIJCOSX def2/J DEFGRID3
* xyz -2 3
Pt -0.94964 0.22391 -0.18314
S -2.87133 0.05243 1.06950
C -2.69330 1.33837 2.23241
C -3.60246 1.40530 3.29232
C -3.52454 2.38638 4.26672
C -4.46942 2.39005 5.34609
N -5.23862 2.37958 6.20252
C -2.50384 3.35273 4.18510
C -1.61147 3.30829 3.12755
C -1.68734 2.32764 2.13130
S -0.56015 2.37006 0.81522
C -2.37367 4.37650 5.18245
N -2.25930 5.20368 5.97478
H -4.38273 0.65788 3.35407
H -0.83125 4.05575 3.06421
C 3.50803 -1.64510 1.41053
Si 2.11617 -0.44054 0.93318
C 2.91012 0.92840 -0.09265
C 1.70535 0.35297 2.59202
C 0.74669 -1.28408 0.02150
Si -0.01940 -2.73758 0.87643
C -1.68693 -3.29277 0.17863
C -0.30220 -2.46620 2.71411
C 1.06490 -4.29368 0.73736
Si 1.18413 -1.60842 -1.73527
C 2.92198 -2.26375 -2.08547
C 0.02916 -2.78911 -2.64269
C 0.97191 0.02150 -2.66722
C 1.60574 0.38989 -3.84478
C 1.26677 1.58516 -4.46504
C 0.28796 2.38311 -3.90236
C -0.31123 1.95946 -2.72512
N 0.03522 0.81964 -2.12226
H 4.30337 -1.09498 1.92393
H 3.94725 -2.15293 0.54854
H 3.13990 -2.41117 2.09766
H 3.80799 1.28165 0.42486
H 2.22013 1.77204 -0.17653
H 3.19815 0.63064 -1.10224
H 2.54383 1.00397 2.86366
H 1.58466 -0.37569 3.39387
H 0.80894 0.97139 2.54604
H -2.28344 -2.45616 -0.18677
H -2.25914 -3.77882 0.97497
H -1.56904 -4.01075 -0.63481
H -1.00585 -1.64320 2.86398
H 0.61379 -2.23294 3.25788
H -0.73046 -3.37271 3.15312
H 1.21352 -4.57505 -0.30899
H 0.57671 -5.13584 1.23938
H 2.05011 -4.15530 1.18653
H 3.05752 -3.23019 -1.59229
H 3.70288 -1.59237 -1.72441
H 3.07041 -2.41542 -3.15913
H 0.10581 -3.81426 -2.27530
H 0.28705 -2.78894 -3.70593
H -1.00981 -2.46771 -2.55032
H 2.35676 -0.26373 -4.27344
H 1.74628 1.88174 -5.39025
H -0.05456 3.30036 -4.35974
H -1.10422 2.53530 -2.26685
F -2.96828 3.27223 -3.97065
B -2.56768 3.82447 -5.19919
F -2.08388 2.80653 -6.05181
F -3.65068 4.47934 -5.81447
F -1.52336 4.76105 -4.97326
*
```

# 5
A structure of composition C27H44N5O4Ti, computed with ωB97M-V/def2-TZVPD.

Output
molecular weight	550.5	g/mol
LUMO (spin up / spin down)	-6.86 / -9.09	eV
ΔE to the lowest compared entry with this formula, charge and spin	1.344	eV
HOMO energy (spin up / spin down)	-14.91 / -14.90	eV
<S²>	0.770
E	-67455.1212	eV

Geometry as ORCA input:
```
! wB97M-V def2-TZVPD RIJCOSX def2/J DEFGRID3
* xyz 2 2
Ti -1.03695 0.98148 0.44168
C -0.12253 -2.85592 -0.02480
C -1.47303 -2.44127 0.55195
C -2.59939 -2.10461 -0.49649
C -2.56078 -1.20570 -1.79810
C -4.02776 -1.16287 -2.26087
C -1.72876 -1.87052 -2.91489
N -2.16005 0.23862 -1.54949
C -1.64508 1.03561 -2.68699
C -0.22890 1.56415 -2.39969
N -0.15276 2.22978 -1.07034
C -0.91883 3.50272 -1.11775
C -1.54018 3.76076 0.25582
O -1.95107 4.82019 0.61086
O -1.52534 2.64849 0.96420
C 1.26513 2.56311 -0.62192
C 2.33896 1.59634 -1.11162
C 1.38312 2.90228 0.89524
C 1.40842 1.86463 2.06281
C 2.56423 0.87243 1.94858
C 1.58562 2.69855 3.34071
N 0.08734 1.12098 2.18552
C 0.03441 -0.01547 3.14622
C -0.16975 -1.39279 2.48994
N -1.36424 -1.43517 1.63921
C -2.61006 -1.28471 2.37623
C -3.47590 -0.19323 1.70364
O -4.65947 -0.13239 1.83270
O -2.72877 0.59393 0.96748
H -0.29269 -3.62701 -0.77524
H 0.48412 -3.31958 0.75236
H 0.40588 -1.70331 -1.73018
H -1.85831 -3.35748 1.02289
H -3.46472 -1.77147 0.07279
H -2.88458 -3.08074 -0.89225
H -4.40305 -2.15687 -2.49877
H -4.11689 -0.55134 -3.15964
H -4.67133 -0.73614 -1.48817
H -1.49171 -2.90196 -2.66273
H -0.79092 -1.36556 -3.13732
H -2.29355 -1.90101 -3.84554
H -3.00961 0.68575 -1.21252
H -0.85391 -0.56628 -0.45253
H -2.32696 1.86262 -2.88838
H -1.60669 0.45832 -3.61001
H 0.06095 2.26302 -3.19146
H 0.46947 0.72863 -2.41100
H -1.74099 3.45234 -1.82957
H -0.29883 4.35486 -1.39909
H 1.50553 3.51213 -1.11420
H 2.11670 0.56441 -0.87895
H 3.28179 1.84831 -0.63267
H 2.50226 1.69769 -2.18356
H 0.64396 3.66279 1.14575
H 2.34107 3.42051 0.97154
H 3.47286 1.39637 1.66174
H 2.36562 0.09365 1.21675
H 2.77735 0.40749 2.90998
H 2.52277 3.25189 3.30816
H 1.61623 2.06230 4.22522
H 0.77638 3.42243 3.45815
H -0.55442 1.82878 2.55511
H -0.76963 0.17601 3.85723
H 0.95424 -0.08169 3.72504
H -0.23793 -2.13809 3.29278
H 0.70581 -1.60959 1.88859
H -2.42949 -0.96287 3.40065
H -3.19233 -2.20722 2.41824
N 0.12770 -0.43763 -0.16586
C 0.67200 -1.67545 -0.66648
C 2.17342 -1.87538 -0.64525
C 2.84274 -1.73365 -1.86240
C 4.19965 -1.98144 -1.96898
C 4.91679 -2.37557 -0.84876
C 4.26767 -2.50606 0.36969
C 2.90382 -2.27075 0.47063
H 2.29029 -1.43786 -2.74789
H 4.69041 -1.89190 -2.92788
H 5.97141 -2.59620 -0.93300
H 4.82060 -2.80869 1.24807
H 2.42141 -2.42093 1.42910
*
```

# 6
A cluster of 3 separate species, C4H11N2O2 in total, computed with ωB97M-V/def2-TZVPD.

Output
molecular weight	119.1	g/mol
LUMO	-2.87	eV
ΔE to the lowest compared entry with this formula, charge and spin	0.446	eV
HOMO energy	-13.61	eV
E	-11395.6770	eV

Geometry as ORCA input:
```
! wB97M-V def2-TZVPD RIJCOSX def2/J DEFGRID3
* xyz 1 1
C -1.68732 0.77209 -1.00294
C -0.25996 0.95442 -0.72736
C 0.69277 1.71659 -1.30855
N 1.88953 1.36554 -0.72057
C 1.67890 0.52475 0.28159
N 0.39815 0.20921 0.23804
H -1.92597 0.68015 -2.05707
H -2.20267 1.64686 -0.60638
H -2.16712 -0.06208 -0.49496
H 0.62825 2.54588 -1.98697
H 2.78037 1.80035 -0.90165
H 2.39295 0.23343 1.02553
H -0.16900 -0.30142 0.89956
H 2.05735 -2.44215 1.16243
H 0.89598 -2.87562 0.08478
O 1.50092 -2.21126 0.41955
H -1.52163 -1.93911 1.87827
H -2.73858 -1.21105 2.31187
O -2.24292 -1.40658 1.50481
*
```

For the records above, the corresponding max |F| values read 1.2; 0.6; 3.7; 0.4; 1.7; 1.4 eV Å⁻¹.